5 unconnected molecules or ions with the total composition C46H65F35N4O8S. Source: OMol25; level of theory: ωB97M-V with the def2-TZVPD basis set.

```
159
Properties=species:S:1:pos:R:3:forces:R:3:lowdin_charge:R:1
S 2.453 3.288 3.439 0.1 -0.1 -0.3 1.003
F -6.702 6.523 -2.933 0.1 0.1 0.0 0.105
F -6.423 2.460 -1.021 0.0 -0.1 0.3 0.145
F -8.532 5.604 -2.150 0.0 -0.1 0.0 0.138
F 5.260 -6.714 0.774 -0.1 -0.1 0.0 0.099
F 2.952 -10.055 0.919 0.0 0.0 0.0 0.099
F 2.088 -4.385 -3.550 0.1 0.0 -0.1 0.091
F 3.708 -0.343 -2.411 0.0 0.2 0.0 0.090
F -2.286 3.270 -2.843 0.2 -1.0 -0.1 0.175
F 1.891 -2.458 -7.793 0.0 0.1 0.0 0.145
F 6.149 -3.869 -4.370 0.1 0.1 -0.1 0.090
F -8.573 1.199 0.019 0.0 0.0 0.0 0.100
F 3.743 -10.408 -1.660 0.1 -0.1 0.0 0.140
F 3.963 -2.360 -3.225 0.1 0.1 0.1 0.128
F 3.772 -4.338 -7.206 -0.1 -0.1 -0.1 0.080
F 5.332 -4.572 0.343 0.1 0.0 0.1 0.085
F 3.427 -5.696 -1.129 0.1 0.0 0.0 0.132
F 6.654 -2.226 -2.340 0.0 0.0 -0.1 0.103
F -7.091 6.976 -0.340 0.0 0.0 0.0 0.098
F 7.451 -1.409 -5.042 0.0 0.0 0.2 0.156
F 0.599 -5.254 -2.203 0.0 -0.1 0.0 0.103
F 6.648 -1.668 -7.044 0.1 0.0 0.0 0.146
F -3.263 4.976 -3.640 -0.7 0.4 -0.9 0.192
F -0.264 -5.400 -4.737 0.0 0.0 0.0 0.137
F -7.259 0.960 -2.351 0.1 -0.1 0.0 0.144
F -1.304 5.155 -2.796 0.8 0.5 0.0 0.171
F 2.298 -5.444 -6.026 0.0 0.0 0.1 0.109
F 2.793 -7.898 0.579 0.1 0.0 0.0 0.103
F 7.653 -3.941 -5.960 0.0 0.0 0.0 0.101
F 5.115 -9.235 -0.453 0.0 0.1 0.1 0.154
F 5.096 -1.954 -0.826 0.0 0.0 0.0 0.093
F 5.163 -4.988 -2.266 0.0 0.0 0.0 0.088
F -1.387 -4.004 -3.469 -0.1 0.0 0.0 0.104
F -9.148 3.246 -0.505 0.0 0.1 0.0 0.106
F -7.053 4.845 0.124 -0.1 -0.1 -0.1 0.095
F 2.415 -2.602 -5.690 0.0 0.0 0.1 0.151
O 5.226 -1.413 -5.410 -0.1 -0.4 0.2 0.046
O 1.521 1.377 5.085 0.0 0.3 0.2 0.014
O -7.589 3.081 -2.830 -0.3 0.3 0.5 0.055
O -0.392 1.709 2.507 0.0 0.0 -0.2 -0.082
O -3.080 4.836 -1.502 -0.2 0.2 0.6 0.045
O 3.818 -8.247 -2.006 -0.2 0.3 0.3 0.054
O 0.026 -0.460 1.673 -0.3 0.1 -0.3 -0.098
O 0.442 -3.387 -6.436 0.1 -0.5 0.1 0.056
N 1.190 3.423 5.844 0.2 -0.2 -0.5 0.062
N -1.378 3.916 -0.095 -0.1 -0.1 0.0 0.016
N -2.008 1.454 0.829 -0.1 0.0 0.3 0.040
N 0.650 2.532 6.752 0.0 -0.4 0.1 0.065
C -7.187 5.504 -2.167 -0.3 -0.2 0.1 -0.438
C 1.126 0.075 0.971 0.1 -0.4 -0.1 -0.187
C -0.144 -3.080 -5.183 -0.3 0.5 -0.1 -0.032
C 3.910 -9.212 -1.048 0.1 0.0 -0.2 -0.551
C -3.235 3.313 5.224 -0.1 0.2 -0.3 -0.200
C 0.884 1.359 6.277 -0.1 0.1 0.0 -0.183
C 1.216 -2.803 3.318 -0.1 0.3 -0.4 -0.070
C 0.858 -4.215 -3.028 -0.1 0.1 0.1 -0.309
C 4.608 -1.201 -2.987 -0.1 -0.3 -0.2 -0.430
C 1.759 -1.042 0.148 -0.3 0.0 0.0 -0.311
C 0.940 -1.322 -1.123 0.0 -0.2 0.5 -0.058
C -7.477 2.177 -1.805 0.2 0.2 -0.5 -0.545
C -3.027 4.324 6.349 -0.2 -0.2 0.1 -0.207
C -3.778 -0.757 1.404 -0.2 0.2 0.6 -0.095
C -0.596 6.253 6.326 -0.4 0.0 -0.2 -0.106
C -1.519 2.327 1.852 0.1 0.3 0.2 -0.414
C 6.423 -3.479 -5.632 0.0 -0.1 0.0 -0.274
C 5.680 -1.402 -1.913 0.0 0.1 0.1 -0.300
C -2.208 5.040 -0.363 0.1 0.1 0.3 -0.168
C 4.820 -7.272 -2.217 0.2 -0.2 -0.5 -0.032
C 0.578 3.836 1.370 0.1 0.3 -0.1 -0.178
C 6.436 -1.950 -5.738 0.0 0.2 -0.1 -0.542
C -0.487 0.329 2.714 0.1 -0.2 0.3 -0.211
C 5.577 -5.800 -0.164 0.0 0.1 -0.1 -0.296
C 3.586 -3.185 2.625 0.1 0.4 -0.1 -0.084
C 1.962 -2.365 0.919 0.5 0.5 -0.1 -0.128
C 1.671 2.714 4.872 -0.2 0.2 0.4 -0.696
C 2.442 -4.565 -7.031 0.1 -0.1 0.0 -0.268
C -8.779 2.055 -1.006 -0.1 -0.1 0.0 -0.287
C 1.137 4.327 2.715 0.1 0.0 0.0 -0.409
C -0.952 3.698 1.293 0.1 0.0 -0.1 -0.204
C -0.207 -4.196 -4.130 0.2 -0.2 -0.2 -0.432
C -2.488 4.565 -2.665 -0.1 0.0 0.3 -0.796
C -3.393 1.587 0.386 0.0 -0.1 -0.4 -0.209
C 2.775 -9.101 -0.022 -0.1 0.0 0.0 -0.287
C -2.594 2.589 2.909 0.1 -0.1 0.1 -0.103
C -4.391 0.584 0.996 0.0 0.1 -0.3 -0.228
C -6.743 4.219 -2.883 0.4 -0.2 -0.5 -0.037
C -2.055 6.683 6.590 0.3 -0.1 -0.1 -0.253
C 1.771 -3.229 -6.688 -0.2 0.2 0.0 -0.550
C 4.717 -5.961 -1.423 -0.3 -0.1 0.1 -0.435
C 2.358 -2.281 2.415 -0.1 -0.9 0.0 -0.378
C -2.115 3.286 4.177 -0.6 0.1 0.1 -0.183
C -6.636 5.773 -0.761 0.2 0.1 0.1 -0.301
C -3.086 5.791 5.898 -0.1 0.2 0.4 -0.224
C 5.014 -0.551 -4.315 -0.1 0.5 -0.2 -0.039
H 0.254 -2.661 2.831 -0.1 0.1 0.1 0.063
H -4.477 -1.572 1.226 0.1 -0.1 -0.2 0.069
H -1.362 4.510 1.898 -0.1 0.0 0.0 0.134
H -3.585 -0.773 2.480 0.1 0.0 0.0 0.061
H -1.890 4.328 3.938 0.3 0.0 0.1 0.089
H 0.516 -0.415 -1.555 0.1 0.0 -0.1 0.083
H -0.038 7.036 5.815 0.1 0.1 0.1 0.066
H 1.552 -1.843 -1.859 0.1 0.3 0.0 0.047
H 0.084 0.112 3.620 0.1 0.1 0.0 0.123
H 5.822 -7.698 -2.152 0.0 0.0 0.2 0.148
H 2.741 -0.684 -0.167 0.0 0.2 0.1 0.120
H -2.896 5.207 0.463 0.0 -0.1 0.0 0.136
H -1.519 0.018 2.859 0.0 -0.1 -0.1 0.118
H -2.104 4.095 6.886 0.1 0.1 -0.1 0.103
H 0.773 0.852 0.283 0.1 0.2 0.0 0.106
H -6.728 4.491 -3.936 -0.1 0.0 0.0 0.152
H 2.021 -4.986 -7.945 0.0 0.1 0.0 0.177
H 1.173 -2.279 4.273 0.1 -0.1 0.2 0.068
H 6.640 -5.883 -0.406 0.0 0.0 0.0 0.175
H -3.390 1.413 -0.692 0.1 0.0 0.0 0.119
H 5.827 0.165 -4.186 0.1 -0.2 0.1 0.149
H -3.045 1.628 3.170 0.0 0.0 0.0 0.120
H -3.392 3.201 2.481 -0.1 -0.1 -0.1 0.124
H -5.138 0.397 0.222 -0.1 0.1 0.0 0.089
H 4.673 -6.968 -3.252 0.0 0.0 0.0 0.150
H -1.187 -2.884 -5.427 0.0 0.0 0.0 0.150
H -2.175 7.714 6.259 -0.2 0.0 0.1 0.096
H 0.634 0.406 6.709 0.0 0.0 0.0 0.136
H -2.823 -0.941 0.918 0.0 -0.1 -0.2 0.065
H -4.169 3.579 4.713 0.0 -0.1 0.0 0.116
H -9.572 1.672 -1.651 0.0 0.0 0.0 0.176
H -3.386 2.309 5.626 0.0 0.0 0.1 0.115
H 4.134 0.021 -4.607 0.0 0.0 0.0 0.149
H -4.073 6.176 6.170 -0.1 0.0 -0.2 0.105
H -0.573 5.384 5.669 0.1 -0.1 0.1 0.025
H 5.668 -3.890 -6.300 0.1 0.0 0.0 0.151
H -2.266 6.666 7.660 0.0 0.1 0.1 0.102
H 2.618 -1.263 2.698 -0.1 0.1 0.0 0.120
H -0.591 3.891 -0.728 0.1 0.0 0.0 0.117
H -3.014 5.900 4.813 0.1 -0.1 -0.1 0.102
H -0.067 5.982 7.237 0.1 0.0 0.0 0.070
H 0.837 4.606 0.637 0.0 0.0 0.0 0.114
H -4.935 1.049 1.818 0.0 -0.1 0.1 0.099
H 1.088 2.929 1.054 -0.1 -0.1 0.0 0.089
H 0.831 -3.289 -2.448 -0.1 -0.3 -0.2 0.119
H 0.116 -1.988 -0.855 -0.2 0.1 -0.1 0.086
H 0.260 -2.158 -4.763 0.2 -0.1 0.1 0.147
H 6.118 -0.441 -1.626 0.0 0.0 0.0 0.175
H 1.813 -9.247 -0.516 0.0 0.0 0.0 0.176
H -5.543 5.791 -0.768 0.0 0.0 -0.1 0.159
H -3.761 2.610 0.498 -0.1 0.0 0.0 0.097
H -1.386 1.480 0.037 0.0 0.0 -0.1 0.114
H 1.624 5.289 2.571 -0.1 0.1 0.1 0.071
H 3.456 -4.096 2.043 0.0 -0.2 0.1 0.067
H 0.368 4.466 3.470 0.0 -0.1 0.1 0.058
H -3.832 4.174 7.072 0.1 -0.1 0.1 0.109
H 1.342 -3.873 3.482 0.0 0.0 0.2 0.077
H 3.732 -3.455 3.671 0.0 0.1 0.1 0.076
H -1.659 5.972 -0.532 0.0 0.0 -0.2 0.139
H 1.868 0.519 1.643 -0.1 0.1 0.1 0.118
H 4.496 -2.705 2.260 0.0 0.0 0.0 0.074
H 2.771 -2.879 0.395 -0.1 -0.1 -0.1 0.099
H -5.719 3.965 -2.612 0.0 0.1 0.2 0.132
H -1.235 2.804 4.601 0.1 0.1 -0.1 0.102
H 1.077 -2.988 0.788 -0.1 0.0 0.2 0.116
```
Positions in Å, forces in eV/Å.

SMILES string	CCCCCCC[C@](NCCC)(OCOC[C@H](C)CC(C)C)[C@@H](CCSc1nnco1)NCOC(F)(F)F.FC(F)C(F)(F)COC(F)(F)C(F)F.FC(F)C(F)(F)COC(F)(F)C(F)F.FC(F)C(F)(F)COC(F)(F)C(F)F.FC(F)C(F)(F)COC(F)(F)C(F)F
gap between HOMO and LUMO	9.1	eV
F_max	1.21	eV/Å
HOMO energy	-0.33339	Eh
2S+1	1
total energy	-177043.4493	eV